The following is a DFT calculation (the ωB97M-V functional and the def2-TZVPD basis) of the molecule C5H10N2S.

CARTESIAN COORDINATES (ANGSTROEM)
H: -1.828 -2.762 -0.379
N: -0.902 -2.705 0.072
C: -0.426 -1.521 0.026
C: -1.008 -0.278 -0.647
C: -0.225 0.960 -0.147
C: -0.221 2.100 -1.151
C: -0.752 1.436 1.211
S: 1.468 0.280 0.030
N: 0.763 -1.181 0.638
H: -0.870 -0.379 -1.714
H: -2.101 -0.208 -0.417
H: 0.167 1.755 -2.120
H: -1.221 2.494 -1.302
H: 0.403 2.932 -0.806
H: -1.810 1.751 1.130
H: -0.170 2.281 1.582
H: -0.692 0.631 1.975
H: 1.401 -1.951 0.857

Cartesian forces (eV/Å) of the 3 atoms listed first:
H 0.617 0.165 0.264
N -0.179 0.399 -0.173
C -0.544 -0.126 -0.296

- HOMO-LUMO gap: 8.9 eV
- E_HOMO: -0.2997 hartree
- SMILES string: [H]/N=C1\CC(C)(C)SN1

The following is a DFT calculation (the ωB97M-V functional and the def2-TZVPD basis) of a structure of composition C13H21F5OP2PdS.

CARTESIAN COORDINATES (ANGSTROEM)
Pd: 0.146 0.005 -0.210
H: -1.434 -0.447 0.409
H: -1.425 0.407 0.435
P: -0.016 -2.314 -0.472
P: -0.019 2.319 -0.449
C: 1.377 3.256 0.253
H: 1.297 4.321 -0.022
H: 1.370 3.159 1.347
H: 2.318 2.842 -0.132
C: 0.014 2.748 -2.215
H: -0.854 2.287 -2.700
H: -0.009 3.838 -2.368
H: 0.929 2.331 -2.654
C: -1.469 3.224 0.192
H: -1.494 3.156 1.289
H: -1.406 4.286 -0.100
H: -2.394 2.795 -0.217
C: 0.193 -2.729 -2.229
H: 0.149 -3.817 -2.397
H: -0.602 -2.232 -2.798
H: 1.165 -2.341 -2.559
C: 1.275 -3.291 0.366
H: 1.158 -3.206 1.454
H: 1.199 -4.350 0.068
H: 2.262 -2.898 0.085
C: -1.549 -3.191 -0.002
H: -2.415 -2.734 -0.499
H: -1.483 -4.252 -0.301
H: -1.687 -3.136 1.086
C: 1.460 -0.012 1.709
O: 2.599 0.016 1.467
H: -1.042 0.003 -1.303
F: -0.195 0.047 8.389
C: -0.153 0.026 7.049
C: -0.216 1.223 6.355
F: -0.390 2.383 7.004
C: -0.072 1.217 4.968
F: -0.259 2.344 4.213
C: 0.199 0.007 4.337
S: 0.029 -0.099 2.516
C: 0.156 -1.202 5.019
F: 0.184 -2.370 4.306
C: 0.008 -1.185 6.403
F: 0.047 -2.338 7.088

Cartesian forces (eV/Å) of the 3 atoms listed first:
Pd -0.513 0.058 -1.434
H -0.517 0.723 0.375
H -0.600 -0.684 0.354

- HOMO-LUMO gap (spin up / spin down): 4.0 / 4.0 eV
- Total charge: +2
- Multiplicity: 5
- E_HOMO (spin up / spin down): -0.4190 / -0.5674 hartree

The following is a DFT calculation (the ωB97M-V functional and the def2-TZVPD basis) of a structure of composition AgH14O7.

CARTESIAN COORDINATES (ANGSTROEM)
Ag: -0.142 0.096 0.071
O: -0.258 -1.392 2.311
H: 0.446 -2.027 2.442
H: -0.732 -1.384 3.143
O: 0.314 -0.665 -2.118
H: 0.306 0.026 -2.781
H: 0.962 -1.294 -2.435
O: 1.771 -1.246 0.159
H: 2.116 -1.607 -0.658
H: 2.011 -1.889 0.826
O: -1.359 1.524 -1.304
H: -2.064 1.393 -1.938
H: -0.736 2.096 -1.752
O: 1.492 1.654 -0.221
H: 2.278 1.228 0.122
H: 1.795 2.509 -0.526
O: -1.759 -1.374 -0.239
H: -2.126 -1.710 -1.056
H: -2.321 -1.738 0.445
O: -0.686 1.653 1.565
H: -1.076 2.527 1.538
H: -0.232 1.619 2.407

Cartesian forces (eV/Å) of the 3 atoms listed first:
Ag -0.442 0.767 -1.424
O 0.067 0.506 -1.127
H 0.242 -0.436 0.286

- HOMO-LUMO gap (spin up / spin down): 12.6 / 4.5 eV
- Total charge: +3
- Multiplicity: 3
- E_HOMO (spin up / spin down): -0.8807 / -0.8618 hartree

The following is a DFT calculation (the ωB97M-V functional and the def2-TZVPD basis) of the molecule C16H20N2O6S.

CARTESIAN COORDINATES (ANGSTROEM)
C: -4.200 -3.934 -6.806
C: -3.846 -3.137 -5.721
C: -3.216 -3.991 -4.557
O: -2.718 -3.341 -3.169
C: -3.615 -2.912 -2.480
O: -4.725 -3.299 -2.456
C: -3.063 -2.230 -1.296
S: -1.440 -1.745 -1.593
C: -0.917 -0.907 -0.304
N: -1.882 -0.419 0.628
N: -1.130 0.182 1.664
C: -0.088 0.320 1.226
C: 1.109 1.073 1.832
C: 2.485 1.090 1.125
C: 3.564 1.794 1.866
O: 4.721 2.164 1.107
C: 4.961 1.250 0.068
C: 3.127 2.689 2.967
O: 4.191 3.170 3.474
C: 4.242 4.062 4.507
C: 1.927 2.462 3.580
O: 1.591 3.269 4.761
C: 0.478 3.154 5.128
C: 0.850 1.806 2.749
O: 0.176 -0.496 0.032
H: -4.767 -3.248 -7.619
H: -4.961 -4.626 -6.443
H: -3.225 -4.155 -7.281
H: -2.928 -2.392 -5.647
H: -4.682 -2.606 -4.998
H: -2.441 -4.308 -4.914
H: -3.871 -4.777 -4.099
H: -2.875 -2.780 -0.441
H: -3.440 -1.150 -1.207
H: 2.679 0.476 0.346
H: 4.714 0.216 0.356
H: 4.501 1.635 -0.854
H: 6.094 1.457 0.090
H: 3.428 4.982 4.494
H: 5.204 4.398 4.674
H: 3.837 3.479 5.573
H: -0.472 3.779 4.490
H: 0.496 3.613 6.268
H: 0.087 2.200 5.536
H: 0.038 1.732 3.344

Cartesian forces (eV/Å) of the 3 atoms listed first:
C -1.664 1.356 -4.757
C 1.526 5.552 9.947
C -8.521 1.632 5.281

- HOMO-LUMO gap: 8.6 eV
- E_HOMO: -0.2972 hartree
- SMILES string: CCCOC(=O)CSc1nnc(-c2cc(OC)c(OC)c(OC)c2)o1

The following is a DFT calculation (the ωB97M-V functional and the def2-TZVPD basis) of a cluster of 2 separate species, CHFO in total.

CARTESIAN COORDINATES (ANGSTROEM)
C: -0.235 -0.192 -0.006
O: -0.766 -1.184 0.001
F: -0.659 1.047 -0.009
H: 1.659 0.329 0.013

Cartesian forces (eV/Å) of the 3 atoms listed first:
C 1.693 2.151 -0.115
O -2.862 -3.800 0.062
F -0.907 1.010 0.021

- HOMO-LUMO gap (spin up / spin down): 9.3 / 11.9 eV
- Multiplicity: 3
- E_HOMO (spin up / spin down): -0.2975 / -0.5231 hartree

The following is a DFT calculation (the ωB97M-V functional and the def2-TZVPD basis) of the ion CH4NO2S with charge -1.

CARTESIAN COORDINATES (ANGSTROEM)
C: 1.094 0.098 -0.696
S: -0.572 -0.371 0.473
N: -1.872 0.372 0.060
O: -0.107 -0.042 1.826
O: -0.758 -1.794 0.303
H: 1.458 1.099 -0.482
H: 1.524 -0.660 -0.070
H: 1.103 -0.038 -1.751
H: -1.868 1.335 0.337

Cartesian forces (eV/Å) of the 3 atoms listed first:
C -1.927 -0.172 2.554
S -0.677 1.488 -0.032
N 0.218 -0.702 -0.723

- HOMO-LUMO gap: 8.3 eV
- Total charge: -1
- E_HOMO: -0.1460 hartree
- SMILES string: C[S@](=N)(=O)[O-]